#P
{
  "formula": "C5H11O3",
  "method": "ωB97M-V/def2-TZVPD",
  "symbols": ["C", "C", "C", "O", "O", "H", "H", "H", "H", "H", "C", "C", "O", "H", "H", "H", "H", "H", "H"],
  "xyz": [[1.93, -0.19, 0.49], [1.88, 0.18, -1.09], [1.45, 1.19, 1.25], [2.14, 2.17, 1.38], [0.35, 1.12, 1.78], [1.09, -0.87, 0.81], [2.94, -0.51, 0.67], [0.89, 0.50, -1.29], [2.02, -0.82, -1.56], [2.59, 0.84, -1.29], [-2.35, -0.71, 0.23], [-1.44, -0.24, -0.98], [-2.58, 0.24, 1.22], [-3.31, -0.92, -0.20], [-2.16, -1.76, 0.46], [-1.36, 0.78, -0.96], [-1.74, 0.50, 1.80], [-1.87, -0.72, -1.79], [-0.48, -0.78, -0.92]],
  "nbo_charge": [-0.52, -0.60, 0.77, -0.76, -0.84, 0.21, 0.19, 0.21, 0.17, 0.20, -0.04, -0.63, -0.76, 0.14, 0.13, 0.22, 0.53, 0.18, 0.21],
  "gap_ev": 7.76,
  "total_charge": -1,
  "homo_ev": -3.952
}

#Q
{
  "formula": "C5H11O3",
  "method": "ωB97M-V/def2-TZVPD",
  "symbols": ["O", "C", "O", "C", "C", "C", "C", "H", "H", "H", "H", "H", "H", "H", "H", "H", "H", "H", "O"],
  "xyz": [[-3.20, 1.23, 1.00], [-2.25, 1.23, 0.19], [-2.18, 2.00, -0.74], [-1.17, 0.10, 0.31], [-0.19, 0.44, -0.84], [1.18, 0.08, -0.39], [2.34, 0.13, -1.47], [-0.71, 0.08, 1.27], [-1.61, -0.83, 0.15], [-0.49, 0.01, -1.84], [-0.13, 1.55, -1.21], [1.52, 0.85, 0.37], [1.36, -0.77, 0.31], [2.16, -0.64, -2.27], [3.26, -0.11, -0.91], [2.23, 1.14, -1.97], [-1.45, -2.22, 2.82], [-0.25, -1.76, 2.33], [-0.44, -2.51, 2.88]],
  "nbo_charge": [-0.81, 0.76, -0.76, -0.53, -0.42, -0.39, -0.62, 0.18, 0.20, 0.19, 0.25, 0.18, 0.18, 0.19, 0.20, 0.20, 0.47, 0.47, -0.94],
  "gap_ev": 7.34,
  "total_charge": -1,
  "homo_ev": -3.708
}

#R
{
  "formula": "C5H11O3",
  "method": "ωB97M-V/def2-TZVPD",
  "symbols": ["O", "C", "O", "C", "C", "C", "C", "H", "H", "H", "H", "H", "H", "H", "H", "H", "H", "H", "O"],
  "xyz": [[0.76, -1.45, -2.31], [0.92, -1.48, -1.06], [0.68, -2.41, -0.27], [1.31, -0.12, -0.43], [0.35, 0.32, 0.66], [-1.11, 0.39, 0.18], [-1.30, 1.34, -1.02], [2.33, -0.19, -0.03], [1.38, 0.63, -1.22], [0.41, -0.35, 1.51], [0.61, 1.32, 1.02], [-1.44, -0.60, -0.15], [-1.76, 0.71, 1.00], [-1.03, 2.36, -0.74], [-2.24, 1.23, -1.51], [-0.61, 0.99, -1.79], [-0.93, 1.47, 3.80], [-0.99, 1.99, 2.38], [-1.03, 2.29, 3.31]],
  "nbo_charge": [-0.79, 0.76, -0.79, -0.53, -0.39, -0.40, -0.63, 0.20, 0.19, 0.21, 0.16, 0.23, 0.16, 0.18, 0.20, 0.24, 0.47, 0.48, -0.95],
  "gap_ev": 7.54,
  "total_charge": -1,
  "homo_ev": -4.069
}

Least stable: #P

#P
{
  "formula": "C5H11O3",
  "method": "ωB97M-V/def2-TZVPD",
  "symbols": ["C", "C", "C", "O", "H", "H", "H", "H", "H", "H", "H", "H", "C", "C", "O", "O", "H", "H", "H"],
  "xyz": [[-1.12, -1.23, -0.96], [0.09, -2.19, -0.96], [-1.76, -1.00, 0.41], [-0.63, 0.02, -1.49], [-1.85, -1.57, -1.70], [0.99, -1.61, -1.11], [-1.66, 0.05, 0.67], [-2.84, -1.18, 0.37], [-1.38, -1.68, 1.18], [-0.60, 0.67, -0.75], [-0.03, -2.94, -1.74], [0.20, -2.72, 0.00], [1.99, 1.91, 1.31], [1.00, 2.59, 0.27], [-0.13, 2.02, 0.21], [1.39, 3.62, -0.29], [1.82, 2.41, 2.26], [2.99, 1.90, 0.90], [1.52, 0.93, 1.42]],
  "nbo_charge": [0.10, -0.63, -0.65, -0.77, 0.15, 0.23, 0.25, 0.19, 0.19, 0.52, 0.19, 0.18, -0.76, 0.80, -0.84, -0.75, 0.20, 0.20, 0.20],
  "gap_ev": 8.05,
  "total_charge": -1,
  "homo_ev": -4.281
}

#Q
{
  "formula": "C5H11O3",
  "method": "ωB97M-V/def2-TZVPD",
  "symbols": ["C", "C", "O", "O", "H", "H", "H", "C", "C", "C", "O", "H", "H", "H", "H", "H", "H", "H", "H"],
  "xyz": [[2.95, 0.98, 0.81], [2.07, 2.29, 0.33], [2.27, 2.47, -0.85], [1.46, 2.83, 1.23], [3.90, 1.01, 0.18], [2.39, 0.18, 0.46], [3.18, 1.01, 1.75], [-1.42, -1.46, -0.39], [-1.55, -0.75, 1.00], [-2.09, -0.58, -1.48], [-0.14, -1.75, -0.67], [-2.02, -2.55, -0.27], [-2.33, -1.32, 1.60], [-2.60, -1.07, -2.22], [-2.63, 0.29, -1.06], [-1.29, -0.18, -2.09], [0.36, -0.89, -0.71], [-2.01, 0.14, 1.04], [-0.51, -0.64, 1.33]],
  "nbo_charge": [-0.77, 0.80, -0.79, -0.77, 0.18, 0.17, 0.17, 0.14, -0.65, -0.66, -0.72, 0.13, 0.20, 0.20, 0.21, 0.22, 0.48, 0.20, 0.23],
  "gap_ev": 6.94,
  "total_charge": -1,
  "homo_ev": -3.487
}

Least stable: #Q

#P
{
  "formula": "C12H39N3O6",
  "method": "ωB97M-V/def2-TZVPD",
  "symbols": ["C", "C", "C", "O", "C", "N", "H", "H", "H", "H", "H", "H", "H", "H", "H", "H", "H", "C", "C", "C", "O", "C", "N", "H", "H", "H", "H", "H", "H", "H", "H", "H", "H", "H", "C", "C", "C", "O", "C", "N", "H", "H", "H", "H", "H", "H", "H", "H", "H", "H", "H", "O", "H", "H", "O", "H", "H", "O", "H", "H"],
  "xyz": [[2.78, -1.93, 0.94], [3.50, -3.20, 0.47], [4.42, -3.91, 1.61], [5.51, -3.02, 1.80], [6.26, -3.34, 2.99], [2.35, -4.10, 0.11], [1.97, -1.57, 0.30], [3.47, -1.11, 1.12], [2.31, -2.18, 1.89], [4.08, -2.94, -0.42], [4.68, -4.93, 1.35], [3.80, -3.90, 2.51], [5.59, -3.35, 3.85], [7.05, -2.60, 3.11], [6.70, -4.33, 2.92], [2.78, -4.99, -0.08], [1.85, -4.28, 0.97], [-3.39, 4.45, -0.83], [-3.70, 3.58, -2.07], [-3.26, 2.17, -1.75], [-3.18, 1.45, -2.99], [-2.84, 0.07, -2.77], [-5.04, 3.83, -2.53], [-2.31, 4.56, -0.73], [-3.88, 4.11, 0.09], [-3.77, 5.45, -1.05], [-3.07, 4.01, -2.85], [-4.00, 1.73, -1.08], [-2.27, 2.29, -1.30], [-2.07, -0.06, -2.01], [-2.51, -0.52, -3.63], [-3.66, -0.54, -2.38], [-5.33, 3.37, -3.38], [-5.70, 3.43, -1.87], [-1.92, 1.27, 2.07], [-0.42, 1.52, 2.02], [0.01, 2.25, 0.75], [0.02, 1.39, -0.35], [0.61, 2.03, -1.50], [-0.12, 2.38, 3.18], [-2.19, 0.52, 1.32], [-2.44, 2.20, 1.85], [-2.19, 0.96, 3.08], [0.19, 0.62, 2.12], [1.02, 2.63, 0.91], [-0.55, 3.18, 0.62], [0.44, 1.43, -2.39], [1.69, 2.12, -1.40], [0.21, 3.04, -1.58], [-0.61, 3.26, 3.14], [0.83, 2.69, 3.01], [-2.26, -2.50, 0.10], [-3.00, -2.21, 0.64], [-2.45, -3.41, -0.10], [0.05, -1.33, -1.45], [-0.72, -1.60, -0.95], [0.08, -0.38, -1.36], [1.62, -3.43, -2.36], [1.04, -2.68, -2.21], [1.96, -3.64, -1.50]],
  "nbo_charge": [-0.63, -0.05, -0.07, -0.54, -0.25, -0.83, 0.24, 0.21, 0.19, 0.21, 0.17, 0.15, 0.17, 0.20, 0.17, 0.35, 0.36, -0.62, -0.07, -0.07, -0.55, -0.26, -0.83, 0.20, 0.20, 0.23, 0.19, 0.16, 0.17, 0.17, 0.20, 0.16, 0.37, 0.34, -0.61, -0.07, -0.06, -0.57, -0.26, -0.81, 0.21, 0.20, 0.22, 0.20, 0.15, 0.16, 0.20, 0.18, 0.18, 0.34, 0.34, -0.95, 0.48, 0.48, -0.97, 0.50, 0.48, -1.01, 0.48, 0.47],
  "smiles": "COC[C@H](C)N.COC[C@H](C)N.COC[C@H](C)N.O.O.O",
  "gap_ev": 9.63,
  "homo_ev": -9.324
}

#Q
{
  "formula": "C12H39N3O6",
  "method": "ωB97M-V/def2-TZVPD",
  "symbols": ["O", "H", "H", "O", "H", "H", "O", "H", "H", "C", "C", "C", "O", "C", "N", "H", "H", "H", "H", "H", "H", "H", "H", "H", "H", "H", "C", "C", "C", "O", "C", "N", "H", "H", "H", "H", "H", "H", "H", "H", "H", "H", "H", "C", "C", "C", "O", "C", "N", "H", "H", "H", "H", "H", "H", "H", "H", "H", "H", "H"],
  "xyz": [[1.47, -15.74, 10.06], [0.52, -15.63, 10.16], [1.84, -15.00, 10.55], [1.97, -12.23, 9.58], [1.03, -12.34, 9.66], [2.34, -12.71, 10.33], [2.64, -13.74, 11.82], [2.53, -14.27, 12.61], [3.49, -13.32, 11.92], [-1.04, -14.94, 12.64], [-1.53, -16.09, 11.75], [-2.96, -16.48, 12.21], [-3.94, -15.58, 11.73], [-5.30, -15.58, 12.21], [-1.54, -15.64, 10.40], [-1.81, -14.16, 12.61], [-0.07, -14.52, 12.35], [-1.12, -15.17, 13.70], [-0.82, -16.91, 11.83], [-2.93, -16.69, 13.28], [-3.26, -17.34, 11.61], [-5.86, -14.68, 11.94], [-5.36, -15.85, 13.26], [-5.84, -16.37, 11.67], [-2.36, -15.07, 10.55], [-1.85, -16.43, 9.86], [6.21, -17.64, 11.60], [5.13, -17.10, 10.68], [4.15, -18.08, 10.04], [4.85, -19.01, 9.30], [5.34, -18.47, 8.11], [4.40, -16.30, 11.64], [6.91, -16.87, 11.92], [6.73, -18.43, 11.06], [5.90, -18.13, 12.52], [5.56, -16.44, 9.94], [3.47, -17.61, 9.34], [3.52, -18.61, 10.75], [5.89, -19.23, 7.54], [6.13, -17.77, 8.37], [4.55, -18.04, 7.49], [4.22, -16.89, 12.44], [3.58, -16.02, 11.12], [-0.32, -13.95, 7.43], [-1.00, -12.76, 8.05], [-2.51, -12.81, 7.88], [-3.23, -11.92, 8.70], [-4.54, -11.78, 8.44], [-0.73, -12.66, 9.48], [-0.41, -13.91, 6.34], [-0.75, -14.87, 7.84], [0.77, -14.00, 7.51], [-0.56, -11.85, 7.64], [-2.85, -13.81, 8.16], [-2.73, -12.69, 6.82], [-4.85, -11.78, 7.39], [-4.77, -10.79, 8.81], [-5.14, -12.52, 8.97], [-1.42, -11.96, 9.72], [-1.06, -13.47, 10.00]],
  "nbo_charge": [-0.98, 0.48, 0.48, -1.00, 0.49, 0.46, -0.97, 0.49, 0.50, -0.63, -0.08, -0.08, -0.59, -0.24, -0.85, 0.21, 0.22, 0.21, 0.20, 0.18, 0.17, 0.20, 0.18, 0.17, 0.38, 0.36, -0.62, -0.09, -0.08, -0.54, -0.26, -0.85, 0.22, 0.21, 0.20, 0.19, 0.18, 0.18, 0.19, 0.16, 0.17, 0.35, 0.37, -0.62, -0.08, -0.07, -0.55, -0.23, -0.85, 0.21, 0.20, 0.25, 0.20, 0.15, 0.17, 0.17, 0.19, 0.16, 0.37, 0.37],
  "smiles": "COC[C@H](C)N.COC[C@H](C)N.COC[C@H](C)N.O.O.O",
  "gap_ev": 9.15,
  "homo_ev": -8.634
}

Least stable: #Q